1.
{
  "formula": "C34H36N2O7RbSTe",
  "method": "ωB97M-V/def2-TZVPD",
  "species": ["C", "H", "N", "H", "H", "H", "H", "H", "Te", "C", "H", "C", "H", "C", "O", "H", "H", "H", "H", "C", "C", "C", "H", "C", "C", "H", "O", "C", "H", "H", "N", "C", "Rb", "C", "H", "H", "C", "C", "O", "C", "C", "H", "O", "C", "H", "H", "C", "C", "H", "H", "H", "C", "H", "O", "C", "C", "C", "C", "C", "C", "H", "H", "O", "H", "H", "H", "C", "C", "C", "C", "C", "S", "C", "H", "C", "C", "O", "H", "H", "H", "H", "H"],
  "coordinates": [[2.793, -0.281, 2.899], [-5.962, 0.799, -3.473], [-4.057, 3.379, -2.481], [-1.236, -6.518, -0.485], [1.939, -2.300, -0.996], [-0.075, 3.181, -0.757], [-2.244, -5.048, 1.239], [2.171, -4.302, 1.167], [0.312, -0.600, 0.904], [4.412, 2.490, -2.972], [-2.381, 2.212, 4.831], [-1.927, -4.634, 0.289], [0.695, -3.358, 1.161], [-3.146, 3.369, -3.463], [-1.333, 4.177, -2.208], [-2.295, 3.058, 1.626], [3.444, -4.030, 3.547], [1.068, -4.392, 2.538], [2.310, 3.507, -1.569], [-3.275, 2.905, 2.087], [-5.049, 2.476, -2.512], [2.461, 2.448, -1.385], [-3.448, 3.646, 2.870], [2.610, 1.203, 2.714], [-4.195, 1.512, -4.511], [-0.530, -5.550, -2.653], [-4.201, 0.561, -5.499], [3.490, 1.778, -2.018], [4.471, 3.555, -2.748], [4.387, 0.062, 4.288], [-0.984, -0.422, -0.881], [-1.365, -5.459, -0.678], [-2.861, 1.476, -0.952], [-2.072, -3.274, 0.050], [3.091, 1.555, 1.798], [5.489, -1.619, 5.573], [-0.968, -4.914, -1.892], [3.796, -0.694, 3.776], [-1.627, 4.973, -4.306], [2.013, -1.238, 2.227], [3.270, -2.971, 3.366], [-2.421, 2.473, -5.276], [-2.774, -0.903, -2.221], [2.261, -2.595, 2.477], [1.559, 1.485, 2.626], [5.422, 2.076, -2.936], [-5.965, 2.367, -1.276], [0.471, 2.668, 0.042], [-4.075, 2.951, 1.342], [-1.156, 1.986, 3.531], [-1.774, 0.580, 4.433], [-2.028, 1.561, 4.031], [3.042, 1.749, 3.556], [-2.757, 0.325, 1.842], [-5.159, 1.525, -3.512], [2.893, -1.780, -0.878], [-1.846, -1.249, -1.447], [-1.923, 4.283, -3.313], [1.558, 1.795, -0.541], [-1.671, -2.725, -1.163], [-0.231, 2.097, 0.646], [3.572, -2.132, -1.658], [-5.343, 2.314, -0.175], [3.297, -2.076, 0.092], [4.839, -3.259, 5.620], [4.391, -0.145, -2.317], [5.159, -2.455, 4.954], [1.501, -3.712, 1.800], [-3.187, 2.458, -4.514], [2.727, -0.288, -0.986], [3.608, 0.409, -1.806], [-3.329, 1.293, 2.838], [-1.131, -3.556, -2.137], [0.912, 3.440, 0.681], [4.054, -2.035, 4.021], [1.709, 0.417, -0.327], [-7.184, 2.269, -1.478], [-4.773, -0.156, -5.208], [4.056, 2.395, -4.002], [6.032, -2.816, 4.404], [-0.835, -3.127, -3.087], [-2.494, -2.625, 0.810]],
  "forces_ev_per_angstrom": [[0.1308, -0.0989, 0.1313], [0.0096, -0.0142, -0.0161], [-0.2328, 0.1126, -0.2474], [-0.0036, -0.0020, -0.0070], [-0.0290, 0.0674, -0.0057], [-0.0113, -0.0176, -0.0069], [0.0014, -0.0040, -0.0013], [0.0221, -0.0044, 0.0368], [0.4185, -0.2126, 0.4166], [0.0486, 0.0318, -0.0218], [-0.0049, 0.0253, -0.0337], [0.0371, -0.0231, -0.0283], [-0.0014, 0.0518, 0.0324], [-0.2254, -0.0115, 0.1176], [-0.0806, -0.0669, -0.0617], [-0.0455, -0.0214, 0.0763], [-0.0014, 0.0056, -0.0082], [0.0161, 0.0030, 0.0053], [0.0240, -0.0095, -0.0141], [-0.0592, 0.2573, -0.0326], [-0.0838, 0.3341, -0.0599], [-0.0630, -0.0249, 0.0502], [-0.0096, 0.0301, -0.0428], [-0.0655, 0.0997, -0.0339], [-0.0218, -0.1158, -0.0706], [-0.0002, 0.0058, -0.0023], [-0.0080, 0.0268, -0.0250], [0.0132, -0.0260, -0.0314], [-0.0158, -0.0089, 0.0133], [0.0081, -0.0147, 0.0042], [-0.3514, -0.6007, -0.7109], [-0.0222, 0.0690, 0.0120], [0.3950, 0.3708, 0.4975], [-0.0273, 0.0312, 0.0785], [0.0223, -0.0422, -0.0136], [-0.0183, 0.0044, -0.0037], [0.0007, -0.0089, 0.0039], [-0.0198, 0.0304, -0.0151], [0.0266, -0.0086, 0.0599], [-0.0675, 0.1464, -0.0070], [-0.0075, -0.0341, -0.0107], [-0.0015, -0.0358, -0.0075], [0.1714, -0.3853, -0.0396], [0.0575, -0.0289, 0.0453], [-0.0198, -0.0912, 0.0120], [-0.0097, -0.0091, 0.0167], [0.0392, -0.0159, 0.2175], [0.0861, -0.1729, 0.0560], [-0.0071, -0.0038, -0.0475], [-0.0026, -0.0414, 0.0187], [0.0111, 0.0259, 0.0189], [0.3264, -0.0031, 0.1669], [0.0198, -0.0073, -0.0083], [-0.3157, 0.3293, 0.3131], [0.0118, 0.0841, -0.0492], [-0.0131, -0.0644, -0.0186], [0.5530, 0.1625, 0.1504], [0.0625, 0.0688, -0.0301], [0.0665, 0.0915, -0.1235], [-0.0844, -0.0920, -0.0212], [-0.0250, -0.0200, 0.0225], [0.0138, -0.0259, 0.0228], [-0.3432, 0.1419, -0.1765], [0.0221, 0.0374, -0.0083], [-0.0099, -0.0033, -0.0148], [0.0061, 0.0256, -0.0062], [0.0355, -0.0152, 0.0447], [-0.0360, -0.0525, -0.0503], [-0.0484, 0.1156, 0.0799], [0.0271, 0.0828, -0.0205], [0.0137, -0.0491, 0.0019], [-0.0665, -0.5436, -0.4622], [0.0241, -0.0020, 0.0251], [0.0141, -0.0113, -0.0086], [-0.0102, 0.0540, -0.0209], [-0.2097, 0.1229, -0.0294], [-0.0192, 0.0242, -0.0874], [-0.0090, -0.0189, 0.0179], [-0.0208, -0.0064, 0.0104], [-0.0172, -0.0062, -0.0204], [0.0040, -0.0064, 0.0028], [0.0062, 0.0131, -0.0168]],
  "gap_ev": [5.967, 6.453],
  "multiplicity": 2,
  "molar_mass_g_mol": 829.8,
  "de_lowest_kcal_mol": 3.4,
  "total_charge": -2,
  "energy_ev": -71940.199
}

---

2.
{
  "formula": "C32H24ClMnN5O4S3",
  "method": "ωB97M-V/def2-TZVPD",
  "species": ["N", "C", "N", "C", "H", "C", "Cl", "H", "S", "C", "C", "N", "H", "C", "C", "C", "C", "H", "H", "C", "O", "H", "C", "C", "N", "H", "C", "H", "N", "H", "O", "H", "H", "C", "H", "C", "H", "C", "H", "C", "C", "C", "H", "H", "C", "H", "C", "C", "C", "H", "Mn", "O", "C", "C", "H", "H", "C", "O", "H", "S", "C", "H", "C", "C", "C", "H", "S", "H", "C", "C"],
  "coordinates": [[1.233, 1.946, 0.367], [-3.176, 0.748, -3.722], [-1.176, -2.093, -0.101], [4.496, -0.633, -0.594], [4.974, -0.355, -1.527], [-2.079, -2.777, 0.659], [7.006, -1.205, 0.265], [1.779, 4.035, 4.153], [-1.949, 3.270, -0.428], [0.206, 0.758, -5.283], [-2.162, -4.232, 0.238], [-1.490, 0.333, -1.546], [-2.390, 5.972, 3.585], [-2.934, -6.484, 0.236], [-1.776, 0.701, -3.923], [0.436, 0.320, -2.918], [-2.990, -5.203, 0.772], [-2.314, 5.520, 1.152], [3.644, 2.475, 3.883], [-2.788, 0.366, -1.389], [0.909, -3.138, -1.125], [2.966, 0.029, -2.538], [3.307, -1.385, 1.798], [-1.241, -5.797, -1.349], [1.088, 0.005, -1.708], [5.277, -1.879, 2.452], [1.005, 0.476, -4.158], [0.465, 3.988, 2.966], [2.145, 2.847, 2.490], [0.682, 0.881, -6.250], [-2.774, -2.359, 1.563], [4.218, 3.295, 2.413], [1.920, 4.953, 2.635], [-1.757, 2.649, 3.605], [-2.021, -7.789, -1.205], [3.525, 2.535, 2.800], [2.073, 0.371, -4.292], [1.655, 2.378, 1.350], [-3.829, 0.930, -4.568], [-1.913, 3.436, 1.305], [-2.147, 4.716, 1.858], [-2.058, -6.782, -0.807], [-3.666, -4.946, 1.578], [-2.007, 4.087, 5.184], [-1.153, 0.860, -5.181], [-3.592, -7.257, 0.614], [3.097, -0.535, -0.482], [-0.974, 0.461, -2.796], [-1.988, 3.920, 4.111], [-3.138, 0.270, -0.367], [-0.181, -0.037, -0.101], [1.219, -0.766, 0.972], [-3.674, 0.561, -2.469], [-1.318, -4.530, -0.806], [-1.607, 1.815, 4.282], [-4.739, 0.566, -2.282], [1.543, 4.028, 3.088], [-0.994, -2.633, -2.577], [-0.574, -6.009, -2.175], [-0.521, -3.003, -1.260], [2.363, -0.142, -1.644], [3.784, 1.571, 2.365], [5.258, -1.091, 0.443], [2.459, -0.886, 0.758], [4.662, -1.489, 1.650], [2.825, -1.678, 2.722], [-1.471, 0.649, 1.858], [-1.765, 1.061, -6.053], [-1.705, 2.360, 2.230], [-2.186, 4.970, 3.220]],
  "forces_ev_per_angstrom": [[-0.1506, -0.0626, -0.1469], [-0.0563, -0.0116, 0.1077], [0.3506, 0.1249, -0.1680], [-0.0551, -0.0552, -0.0537], [-0.0207, 0.0026, -0.0079], [0.0404, -0.0039, -0.0538], [-0.0158, -0.0069, 0.0235], [-0.0400, -0.0367, -0.0089], [-0.0168, 0.0147, 0.0158], [-0.0296, 0.0092, -0.1001], [-0.0104, -0.0333, -0.0132], [-0.3066, -0.1140, -0.4530], [0.0361, 0.0146, -0.0288], [-0.0142, 0.0178, -0.0254], [0.0833, 0.0205, -0.0009], [-0.0166, 0.1129, -0.1658], [-0.0367, -0.0767, -0.0077], [0.0010, 0.0120, 0.0025], [-0.0100, -0.0067, -0.0027], [-0.0032, 0.2310, 0.2495], [0.0133, -0.0688, 0.0299], [0.0276, -0.0049, 0.0351], [0.1159, -0.0477, 0.0546], [0.0784, 0.0070, -0.0846], [-0.4058, -0.4299, 0.0743], [0.0217, 0.0307, 0.0080], [0.0614, -0.0264, 0.0824], [-0.1171, -0.0057, -0.0067], [-0.0401, -0.0988, 0.0223], [0.0291, -0.0103, 0.0141], [-0.0059, 0.0280, 0.0003], [-0.0129, 0.0071, 0.0061], [0.0464, -0.0097, -0.0028], [0.0721, 0.0080, -0.0810], [-0.0159, 0.0031, -0.0168], [0.0617, 0.0045, -0.0470], [-0.0039, -0.0030, -0.0219], [-0.1299, 0.0720, 0.0459], [0.0014, -0.0187, -0.0078], [-0.0677, 0.0026, 0.1211], [0.0981, -0.0977, 0.0484], [-0.0145, 0.0397, 0.0085], [0.0204, 0.0269, 0.0090], [-0.0320, -0.0195, 0.0014], [0.0050, 0.0016, 0.0798], [0.0491, -0.0168, 0.0497], [0.0795, -0.0808, 0.2069], [0.0289, 0.0447, 0.0473], [-0.0146, -0.0254, 0.0553], [0.0222, -0.0209, -0.0274], [0.1386, 0.5583, 0.3213], [0.5174, -0.4760, 0.7693], [-0.0367, -0.0548, -0.2097], [-0.0753, 0.1340, 0.0745], [0.0210, 0.0233, 0.0242], [0.0138, 0.0634, 0.0412], [0.0215, 0.0668, -0.0774], [0.0235, -0.0098, 0.0057], [0.0094, -0.0079, 0.0168], [-0.0064, -0.0555, -0.0694], [-0.0407, 0.0948, -0.1706], [0.0044, -0.0068, 0.0186], [0.1313, 0.0017, -0.0003], [-0.1483, 0.1454, -0.2580], [-0.0850, 0.0500, -0.0634], [-0.0389, 0.0015, -0.0144], [-0.3475, -0.1726, -0.2032], [0.0020, -0.0073, -0.0099], [0.2118, 0.1766, -0.0525], [-0.0171, 0.0315, -0.0094]],
  "gap_ev": [4.249, 4.246],
  "multiplicity": 2,
  "molar_mass_g_mol": 729.2,
  "de_lowest_kcal_mol": 20.3,
  "total_charge": -2,
  "energy_ev": -125564.334
}